[1]
56
Properties=species:S:1:pos:R:3:nbo_charge:R:1 method="wB97M-V/def2-TZVPD" e_tot_ha=-1628.86017 smiles="O=C1OC[C@@H](F)O1.O=C1OC[C@@H](F)O1.CNC(C)=O.CNC(C)=O.CNC(C)=O" largest_force_ev_per_a=8.5 spin_multiplicity=1
O 2.27647 -1.85075 4.47975 -0.604
C 2.59261 -0.62567 4.53193 0.961
O 3.50784 -0.13684 5.30552 -0.461
C 3.46461 1.27156 5.26814 -0.136
C 2.56098 1.54218 4.08941 0.439
F 3.29492 2.13276 3.17548 -0.319
O 2.25194 0.23348 3.67685 -0.470
H 2.92800 1.68269 6.12319 0.201
H 4.44728 1.67214 5.01918 0.225
H 1.64291 2.10422 4.26078 0.165
O 12.64081 -2.57079 -4.98315 -0.572
C 11.56827 -1.94893 -4.86146 0.975
O 11.51297 -0.62930 -4.42313 -0.509
C 10.15003 -0.07886 -4.43241 -0.121
C 9.44131 -1.38629 -4.68900 0.443
F 8.54896 -1.31854 -5.66574 -0.322
O 10.37007 -2.34191 -5.10505 -0.462
H 9.90291 0.32697 -3.45143 0.208
H 9.95663 0.58641 -5.27391 0.211
H 8.88946 -1.60850 -3.77566 0.149
C 1.64215 -2.79727 -2.12526 -0.421
N 0.40348 -2.96774 -1.37209 -0.603
C -0.62088 -3.72830 -1.74140 0.663
C -1.66875 -4.14856 -0.70635 -0.700
O -0.72251 -4.32546 -2.83477 -0.637
H 1.52202 -2.85856 -3.20688 0.232
H 2.52328 -3.39327 -1.88760 0.197
H 1.95518 -1.80188 -1.81012 0.192
H 0.62817 -2.79499 -0.40267 0.397
H -1.33352 -4.14116 0.33079 0.207
H -2.01864 -5.16895 -0.86272 0.243
H -2.52262 -3.47199 -0.74203 0.230
C -3.40106 2.12287 -3.32573 -0.415
N -2.75107 3.29828 -2.98559 -0.627
C -3.13181 4.22395 -2.05660 0.675
C -1.95511 5.02507 -1.50458 -0.718
O -4.26784 4.23596 -1.62374 -0.605
H -4.20935 2.22832 -4.04937 0.185
H -3.99075 1.62630 -2.55515 0.224
H -2.51217 1.66400 -3.75863 0.208
H -1.96181 3.62358 -3.52536 0.381
H -1.56144 5.74191 -2.22519 0.227
H -1.22716 4.24758 -1.27288 0.224
H -2.16554 5.45691 -0.52614 0.242
C -10.03788 0.46342 4.43968 -0.434
N -8.79525 -0.21944 4.03577 -0.617
C -7.63335 0.43085 3.97573 0.667
C -6.44085 -0.30061 3.35264 -0.705
O -7.36316 1.56121 4.40648 -0.628
H -10.71274 -0.18542 4.99795 0.203
H -10.79848 0.63427 3.67786 0.199
H -9.77383 1.39091 4.94777 0.240
H -8.71182 -1.22526 4.07416 0.400
H -6.52810 -0.42071 2.27281 0.227
H -6.30296 -1.29913 3.76745 0.208
H -5.50279 0.21729 3.55251 0.239

---

[2]
51
Properties=species:S:1:pos:R:3:nbo_charge:R:1 method="wB97M-V/def2-TZVPD" e_tot_ha=-1540.71951 largest_force_ev_per_a=0.6 s2=0.754 total_charge=-1 spin_multiplicity=2
C 2.06421 1.11316 -0.48008 -0.668
C 1.45895 0.43864 -1.69351 -0.061
O 0.32637 -0.41286 -1.48084 -0.562
C -0.87550 0.06469 -0.97515 0.306
I -0.79589 -0.07858 1.24071 0.036
C -1.15983 1.51415 -1.36446 -0.517
C -2.62415 2.01898 -1.27322 0.102
C -2.85698 2.81538 0.00740 -0.616
C -2.91212 2.96049 -2.45904 -0.612
N -3.58345 0.87020 -1.29859 0.018
O -4.15303 0.58097 -0.19491 -0.388
C -3.19652 -0.32561 -2.09927 0.101
C -4.36867 -1.31122 -2.05386 -0.602
C -2.90774 0.04323 -3.56010 -0.623
C -1.95491 -0.93867 -1.43956 -0.492
H 1.38617 1.80470 0.01249 0.195
H 2.41516 0.38922 0.25963 0.299
H 2.92547 1.68722 -0.82957 0.204
H 2.20044 -0.24302 -2.10857 0.199
H 1.22986 1.16193 -2.48354 0.146
H -0.55616 2.17813 -0.75288 0.245
H -0.81138 1.65314 -2.38827 0.214
H -3.91524 3.03900 0.12807 0.222
H -2.30437 3.75212 -0.06186 0.199
H -2.51942 2.27565 0.88653 0.246
H -2.43938 3.92314 -2.27558 0.212
H -3.98751 3.10525 -2.56898 0.217
H -2.53265 2.58017 -3.40142 0.206
H -5.30884 -0.76142 -2.08977 0.223
H -4.33403 -1.98412 -2.90714 0.201
H -4.36878 -1.88146 -1.12984 0.228
H -1.89936 0.42093 -3.70434 0.210
H -3.62912 0.76873 -3.92754 0.214
H -3.00390 -0.85379 -4.16838 0.217
H -1.47461 -1.58582 -2.17589 0.234
H -2.26181 -1.56803 -0.61154 0.239
C 5.82279 -2.48932 4.32623 -0.642
C 5.10276 -2.84261 3.02717 -0.072
O 3.70769 -2.95685 3.12560 -0.588
C 2.93348 -1.72040 2.91290 0.333
O 3.34444 -0.95337 1.95606 -0.887
C 2.82307 -0.93279 4.25293 0.907
F 2.69393 -1.72063 5.35700 -0.360
F 1.70734 -0.15979 4.23454 -0.356
F 3.84216 -0.09145 4.51177 -0.346
H 5.40131 -3.05641 5.15809 0.201
H 6.88515 -2.73711 4.23687 0.182
H 5.74791 -1.43017 4.56312 0.214
H 5.44816 -3.83268 2.70626 0.146
H 5.36038 -2.13289 2.23355 0.192
H 1.90817 -2.15815 2.82076 0.086